1.
{"formula": "C11H7Cl2N3O2", "method": "ωB97M-V/def2-TZVPD", "symbols": ["N", "C", "C", "C", "C", "N", "C", "O", "C", "Cl", "C", "Cl", "C", "O", "C", "C", "C", "N", "H", "H", "H", "H", "H", "H", "H"], "positions_angstrom": [[-2.22268, -2.28791, 2.07575], [-1.21499, -1.70697, 2.08732], [-0.02241, -0.99383, 2.09361], [-0.02435, 0.37450, 2.10068], [-1.21786, 1.08672, 2.10950], [-2.22351, 1.66956, 2.10878], [1.23363, 1.12001, 2.07998], [1.25362, 2.33855, 2.05259], [2.46564, 0.37385, 2.08439], [3.93687, 1.25151, 2.08245], [2.46799, -0.98344, 2.08339], [3.94205, -1.85639, 2.08125], [1.23891, -1.73436, 2.07885], [1.26700, -2.95311, 2.06189], [-1.30493, 0.05887, -4.36965], [-1.03582, -0.35314, -3.14583], [-0.41130, 0.51973, -2.11620], [-1.40197, 1.27198, -1.35857], [-1.79461, -0.57498, -5.08250], [-1.05427, 1.04952, -4.69227], [-1.34958, -1.33751, -2.83907], [0.21367, -0.07893, -1.43771], [0.27391, 1.22655, -2.60141], [-2.03280, 0.64265, -0.87653], [-0.98222, 1.87657, -0.66069]], "multiplicity": 1, "e_homo_ha": -0.3480, "e_lumo_ev": -3.5, "homo_lumo_gap_ev": 5.9, "smiles": "N#CC1=C(C#N)C(=O)C(Cl)=C(Cl)C1=O.C=CCN"}


2.
{"formula": "C11H7EuN2O6", "method": "ωB97M-V/def2-TZVPD", "symbols": ["O", "C", "Eu", "C", "O", "C", "O", "C", "O", "C", "O", "H", "N", "C", "O", "C", "C", "C", "N", "C", "C", "H", "H", "H", "H", "H", "H"], "positions_angstrom": [[-0.00230, 2.03170, -4.34934], [0.02282, 1.69171, -3.25170], [0.09032, 1.16263, -0.53208], [-0.23647, 0.61540, 1.98356], [-0.38522, 0.74860, 3.11392], [-0.14639, -1.50487, -0.78570], [-0.06994, -2.63067, -0.39955], [2.29369, 0.02404, -0.65184], [3.36927, -0.31208, -0.88449], [-2.24270, -0.02219, -0.46550], [-3.30372, -0.45615, -0.40483], [0.00580, -1.36342, -1.91688], [2.50180, -3.00656, 6.64316], [3.30663, -2.27795, 5.78300], [4.42511, -1.90722, 6.09612], [2.71220, -2.01079, 4.41318], [1.53949, -2.61326, 3.91002], [1.02064, -2.14834, 2.69396], [1.66080, -1.22412, 1.98153], [2.77556, -0.65602, 2.42091], [3.36373, -1.05874, 3.62397], [2.84082, -3.13185, 7.58552], [1.50050, -3.15188, 6.51658], [1.00660, -3.40568, 4.43930], [0.06193, -2.51129, 2.33045], [3.22526, 0.15180, 1.85619], [4.28038, -0.59650, 3.96026]], "multiplicity": 7, "e_homo_ha": [-0.5401, -0.5401], "charge": 2, "e_lumo_ev": [-8.8, -9.6], "homo_lumo_gap_ev": [5.9, 5.1]}


3.
{"formula": "C11H7F5IrN2O10", "method": "ωB97M-V/def2-TZVPD", "symbols": ["Ir", "O", "C", "O", "C", "C", "C", "C", "C", "C", "O", "N", "O", "O", "N", "O", "O", "H", "H", "C", "O", "H", "H", "H", "H", "F", "C", "F", "F", "C", "O", "O", "F", "C", "F", "H"], "positions_angstrom": [[-0.56488, -0.47039, 0.42613], [3.50192, 0.58097, 1.00308], [2.34761, 0.38575, 1.30853], [1.34835, 0.47121, 0.48530], [2.04745, 0.08269, 2.76183], [3.11680, -0.15928, 3.59047], [2.92244, -0.34736, 4.95161], [1.67026, -0.26976, 5.57876], [0.61398, -0.01835, 4.77394], [0.71580, 0.12743, 3.33115], [-0.33898, 0.27424, 2.68596], [-0.73753, 0.09024, 5.33276], [-1.12315, 1.21100, 5.57501], [-1.34135, -0.94250, 5.49599], [4.09812, -0.62088, 5.80567], [3.89406, -0.72737, 6.99697], [5.17057, -0.71881, 5.25606], [4.11046, -0.18407, 3.16630], [1.57726, -0.40564, 6.64633], [-0.85793, 2.57380, -1.07414], [-0.39362, 1.24172, -1.32052], [-0.48209, 3.24943, -1.84219], [-0.53733, 2.92714, -0.09163], [-1.94190, 2.54606, -1.12377], [0.57496, 1.23920, -1.27138], [3.11200, -3.39857, 0.58796], [1.97442, -3.68756, -0.05208], [1.45850, -4.79797, 0.48548], [2.25020, -3.92149, -1.32911], [0.98144, -2.52311, 0.11089], [0.68202, -2.18064, 1.28858], [0.52115, -1.94561, -0.87960], [-3.22354, -0.86716, 1.24740], [-2.55293, 0.18661, 0.69041], [-3.17437, 0.48476, -0.48225], [-2.63735, 1.04238, 1.36610]], "multiplicity": 6, "e_homo_ha": [-0.3456, -0.3922], "e_lumo_ev": [-1.4, -4.3], "homo_lumo_gap_ev": [8.0, 6.4]}


4.
{"formula": "C11H7N3O2", "method": "ωB97M-V/def2-TZVPD", "symbols": ["O", "N", "C", "C", "C", "C", "N", "C", "O", "N", "C", "C", "C", "C", "C", "C", "H", "H", "H", "H", "H", "H", "H"], "positions_angstrom": [[0.23400, -0.48592, 4.39231], [0.93957, 0.41323, 4.08460], [0.66983, 0.73653, 2.71389], [-0.22438, -0.06214, 1.94011], [-0.09773, 0.09620, 0.56491], [0.85663, 0.99409, 0.04804], [1.53567, 1.86338, 0.76587], [1.37131, 1.78581, 2.12601], [2.09623, 2.74872, 2.81930], [0.88513, 0.86120, -1.31301], [-0.01882, -0.08288, -1.72776], [-0.23739, -0.57443, -2.96381], [-1.19545, -1.50854, -3.11403], [-1.94570, -1.99914, -2.04874], [-1.62716, -1.44484, -0.72767], [-0.71448, -0.51852, -0.56904], [-0.81155, -0.91319, 2.43772], [2.35597, 3.49763, 2.27232], [1.55327, 1.35345, -1.84075], [0.24741, -0.13683, -3.86289], [-1.33608, -2.05139, -4.00786], [-2.50062, -2.90768, -2.18636], [-2.03567, -1.66471, 0.19683]], "multiplicity": 1, "e_homo_ha": -0.3136, "e_lumo_ev": -0.6, "homo_lumo_gap_ev": 8.0, "smiles": "O=Nc1cc2c(nc1O)[nH]c1ccccc12"}


Energy (eV)
-45127.1583 -46092.5956 -51391.3860 -20083.2063
Relative energy (zero: lowest compared OMol25 entry of this formula, charge and spin) (kJ/mol)
0.0 162.1 0.0 119.0